# 1
106
Properties=species:S:1:pos:R:3:forces:R:3:mulliken_charge:R:1 method="wB97M-V/def2-TZVPD" total_energy_ev=-122054.139 spin_multiplicity=1 orbital_gap_ha=0.2109 homo_energy_ev=-6.10 total_charge=-1
In -3.8049 -0.3726 3.3179 0.00 -1.27 -1.76 0.88
Cl -6.8693 -2.7840 6.3493 0.45 0.84 0.34 -0.24
Cl -5.8662 -3.1291 3.4812 0.88 0.83 0.24 -0.20
S -3.5923 1.7795 4.6654 -0.64 4.97 -3.33 0.74
F -1.6213 1.9227 6.4655 -2.97 -1.07 0.17 -0.28
F -3.0203 0.1501 6.8582 -0.33 2.77 -0.98 -0.24
F -5.1441 2.1703 7.6280 3.76 0.43 -0.04 -0.20
F -3.6744 3.8449 7.1295 0.02 -3.74 0.85 -0.22
F -3.1382 2.3967 8.7997 -1.63 -0.12 -3.05 -0.25
O -0.3138 -9.6725 -2.0837 -0.85 0.39 0.93 -0.57
O 6.4940 1.2365 0.9724 -0.71 1.17 0.18 -0.59
O -7.1077 1.6477 1.4779 0.12 -2.36 0.23 -0.58
O -0.6565 -5.3275 -0.3134 -0.47 -0.58 0.43 -0.41
O 6.6422 4.0166 4.7650 -0.29 0.22 -0.24 -0.62
O 4.6485 2.9685 -0.0278 0.39 -0.33 0.69 -0.42
O -0.8735 -1.4041 0.3656 1.01 -1.82 1.01 -0.31
O -2.6322 -6.0234 1.4288 0.98 -0.55 -1.13 -0.53
O -2.5451 2.6690 3.9834 -1.45 -2.78 2.04 -0.66
O 4.7309 5.7001 3.8014 0.80 -1.11 -0.22 -0.57
O -4.8779 2.5941 4.6834 1.90 -2.43 1.08 -0.69
O 1.8240 -2.5650 -1.9059 -0.76 2.77 -0.63 -0.45
O -7.3691 -0.7923 1.7592 0.56 1.76 0.44 -0.52
O -2.3479 -10.3460 -0.4040 0.35 0.14 -0.27 -0.62
C -5.8938 -1.3379 5.6577 -0.66 0.08 -1.20 -0.02
C 2.0235 -1.2526 -2.4165 1.38 3.54 -1.30 0.43
C 4.4276 3.5903 -2.9782 -0.76 -0.37 -0.18 -1.83
C 3.4230 3.1627 -8.0111 0.32 0.68 1.10 -1.45
C -0.4236 -7.4805 -1.2423 0.00 0.35 0.12 -0.91
C 1.3093 2.8624 -6.5601 0.20 0.07 -0.60 -1.21
C 4.6305 4.3789 1.8604 0.02 -0.22 -0.34 -0.97
C 2.8831 2.5501 -6.5932 0.31 -0.01 -1.41 1.72
C -4.8699 0.2305 1.3801 -0.56 1.11 -0.75 -0.83
C -1.9629 -9.1896 -0.3544 -0.65 -0.05 0.62 0.95
C 2.0274 4.2728 -3.6235 0.76 0.15 -1.35 -1.30
C 6.1841 3.7477 3.6672 0.51 -0.54 0.25 0.91
C 0.5207 -2.7278 -1.2888 -1.11 -1.56 1.39 -0.06
C 5.1417 4.6286 3.0678 -0.77 1.13 0.24 0.43
C 0.9257 -0.2699 -2.8918 2.78 0.72 -0.02 -0.57
C 0.4152 -2.0274 0.1831 1.33 0.49 -1.27 -0.26
C 6.1037 2.3232 1.6950 0.73 -1.19 -0.25 0.27
C 3.7540 3.2641 -5.4532 -0.19 -0.75 0.02 -1.49
C -0.8595 -8.7418 -1.2518 0.86 -0.41 -0.96 0.34
C 3.1836 3.1687 -3.9568 0.45 0.38 1.47 1.82
C -1.0198 -6.4914 -0.3387 0.53 0.08 -0.49 0.78
C -1.6048 -1.9569 1.4873 -2.30 0.78 0.85 0.03
C 3.8681 0.7023 -3.0264 -3.67 -2.17 0.51 -0.11
C 2.7364 1.7088 -3.4832 -0.36 -3.63 1.12 0.19
C 3.5131 -0.7387 -2.5103 -2.38 2.07 -0.81 -0.89
C 1.2852 1.1745 -3.3941 2.42 -1.90 0.81 -0.11
C 5.0813 3.2195 1.0840 -0.58 0.56 -0.15 0.74
C -2.5426 -8.2066 0.5658 0.06 -0.46 -0.22 -0.74
C -3.7480 2.4685 7.5127 -1.15 1.70 0.91 0.57
C -6.9933 -0.2931 5.1338 -0.37 0.13 0.95 -0.77
C -2.1045 -6.9451 0.5781 -0.93 0.63 1.13 0.12
C -3.0075 1.5062 6.4282 2.49 0.74 2.50 0.41
C -1.6811 -0.9638 2.7734 0.73 -0.46 0.11 -1.01
C -4.9198 -1.9240 4.5206 0.03 -0.23 2.24 -0.44
C 6.6174 2.5748 2.9010 0.03 0.24 0.30 -0.82
C 3.0859 0.9586 -6.7109 -1.05 -0.30 -0.17 -1.28
B -6.4744 0.3244 1.5303 -0.75 0.74 0.16 0.68
H -2.7029 -2.0684 1.1279 1.81 0.01 0.22 0.20
H 0.7233 2.1381 -5.9016 0.90 1.12 -0.70 0.14
H 1.0015 3.9535 -4.0154 1.42 0.45 0.90 0.28
H -1.1117 0.0132 2.5919 -0.65 -1.50 0.17 0.30
H -8.0813 1.5220 1.5460 1.01 0.26 -0.07 0.25
H -1.2745 -3.0018 1.8135 -0.01 1.37 -0.60 -0.01
H 0.4015 1.8363 -3.7101 1.60 -1.15 0.63 0.23
H 5.2480 5.6610 4.6298 -0.12 0.04 -0.10 0.34
H 7.3614 1.9338 3.3547 -0.03 0.02 -0.02 0.42
H 0.3747 -7.1424 -1.8898 -0.03 -0.01 0.01 0.48
H 1.1178 3.9635 -6.2561 0.21 -1.87 -0.55 0.21
H 3.0764 2.5445 -8.9102 0.48 0.99 1.30 0.36
H -7.8618 -0.7964 4.5714 1.62 0.58 0.72 0.17
H -6.5343 0.5601 4.5268 -0.51 -1.20 0.77 0.17
H 3.8753 5.0112 1.4131 0.01 -0.03 0.03 0.45
H -7.4686 0.1836 6.0766 0.75 -0.69 -1.55 0.34
H 2.5588 0.3634 -5.8684 1.09 1.11 -1.19 0.19
H -4.1233 -2.5557 5.0729 -1.36 0.84 -0.92 0.36
H 5.3922 3.0296 -3.2546 -1.36 1.05 0.23 0.25
H 0.6790 -2.8275 0.9541 -0.69 1.12 -0.83 0.30
H -2.1519 -5.1917 1.2443 -0.20 0.00 0.11 0.24
H 4.5787 3.2526 -7.9828 -1.82 -0.41 -0.19 0.33
H -0.1823 -0.5868 -2.8840 2.09 0.73 0.08 0.15
H -0.3658 -2.4532 -1.9623 1.44 -0.05 0.94 0.11
H -3.3301 -8.5485 1.2238 0.02 0.03 -0.02 0.44
H 4.1469 3.2544 -1.9185 0.48 0.98 -1.82 0.72
H 2.0335 4.5801 -2.5237 -0.19 -0.73 -1.51 0.26
H 1.2579 -1.2310 0.2342 -1.40 -1.11 -0.06 0.31
H 4.1718 0.6212 -6.8108 -1.38 0.63 0.26 0.29
H 2.5329 0.6366 -7.6794 0.96 0.49 1.45 0.39
H -4.4990 1.3019 1.1393 -0.53 -1.68 0.36 0.21
H 4.5655 4.7326 -3.0621 -0.01 -1.80 0.24 0.41
H 0.9222 2.6955 -7.6405 0.51 0.39 1.75 0.41
H 0.4072 -3.8604 -1.0766 0.51 2.17 -0.81 0.01
H -4.5309 -0.4265 0.4990 -0.43 0.66 1.52 0.26
H 2.3269 5.2045 -4.2453 -0.55 -1.32 1.08 0.33
H -8.1107 -0.5213 2.3573 0.94 -0.38 -0.96 0.22
H 4.3277 -1.4653 -2.1440 -1.37 1.39 -0.71 0.27
H 3.0456 4.2544 -8.0574 0.45 -1.71 -0.25 0.36
H 4.9784 0.9572 -3.0215 -1.86 -0.24 -0.12 0.23
H -0.8004 -10.5002 -1.9013 0.08 0.11 -0.05 0.34
H -5.3621 -0.8853 6.5592 -0.39 -0.76 -1.45 0.20
H -1.2488 -1.5014 3.6854 -0.25 0.84 -1.21 0.35
H 4.7927 2.7560 -5.4641 -1.58 0.73 0.03 0.31
H 5.9803 1.2790 0.1414 0.05 -0.08 0.11 0.30
H 3.9426 4.3735 -5.7201 -0.48 -1.65 0.45 0.32

---

# 2
7
Properties=species:S:1:pos:R:3:forces:R:3:nbo_charge:R:1 method="wB97M-V/def2-TZVPD" total_energy_ev=-4638.177 spin_multiplicity=1 orbital_gap_ha=0.2305 homo_energy_ev=-1.21 total_charge=-1 relative_energy_kj_mol=79.27
O 0.9129 -0.6380 1.7766 -0.35 -0.68 -0.21 -1.00
N 0.5839 0.8950 -0.6063 0.51 -0.18 -0.05 -0.80
C -0.4822 0.4784 -1.0695 -0.20 -0.02 -0.08 -0.20
H 1.0598 -0.2357 0.8872 -0.17 0.70 0.19 0.51
H -0.6631 0.1780 -2.1464 -0.09 0.08 -0.10 0.03
H -1.4404 0.3372 -0.4713 -0.11 -0.13 0.04 0.01
H 0.0291 -1.0148 1.6296 0.40 0.22 0.21 0.45

---

# 3
11
Properties=species:S:1:pos:R:3:forces:R:3:nbo_charge:R:1 method="wB97M-V/def2-TZVPD" smiles=C1CSCS1 total_energy_ev=-24878.535 spin_multiplicity=1 orbital_gap_ha=0.3521 homo_energy_ev=-8.74 total_charge=0 relative_energy_kj_mol=16.73
S 1.2306 0.1575 -1.0344 -0.35 -0.12 0.09 0.18
S -0.9755 1.0303 0.8246 0.54 0.32 0.07 0.17
C -0.9806 -0.6949 0.2568 0.12 0.29 -1.10 -0.54
C 0.4769 1.6247 -0.2067 -0.62 -1.19 0.02 -0.64
C 0.4490 -1.1255 0.0144 -0.25 0.12 0.03 -0.52
H 0.1607 2.3699 -0.9410 -0.05 -0.37 -0.01 0.23
H 0.4119 -2.1127 -0.4688 0.44 0.43 -0.20 0.24
H 1.2299 2.0545 0.4250 0.10 0.23 0.52 0.22
H -1.4611 -0.6684 -0.7223 -0.27 -0.28 0.10 0.21
H -1.5033 -1.4187 0.8917 0.01 0.61 0.26 0.24
H 0.9616 -1.2167 0.9606 0.34 -0.04 0.21 0.21